Formula: C2H3Br
Source: the Open Molecules 2025 dataset
Level of theory: ωB97M-V/def2-TZVPD

Computed properties:
orbital gap = 10.17 eV
energy above the lowest of the compared OMol25 structures with the same formula, charge and spin = 17.8 kcal per mole
E = -72163.205 eV
total charge = 0
LUMO energy = 0.24 eV
molar mass = 106.95 g mol⁻¹
highest occupied orbital energy = -9.929 eV

Element x y z (Å)
C  0.164  0.545  -0.543
C  -0.063  -0.574  0.118
Br  -0.882  -0.494  2.150
H  0.715  0.592  -1.403
H  -0.165  1.476  -0.381
H  0.231  -1.546  0.060